Record 1
The following is a quantum chemistry calculation of the molecule C11H20N2O3S at a distorted geometry, from the Open Molecules 2025 dataset.

## Properties
Relative energy (zero: lowest compared OMol25 entry of this formula, charge and spin) ... 0.810 eV
DFT total energy ... -1164.60159 a.u.
SMILES ... CCC[C@@H](C)[C@@](CC)(C(=O)O)C(=O)NC(N)=S

Positions of all 37 atoms, in Å:
C1 -1.329 -1.962 2.020
C2 -1.939 -2.170 0.596
C3 -1.693 -0.944 -0.301
C4 -0.195 -0.814 -0.750
C5 -0.002 -1.740 -2.009
C6 0.303 0.650 -0.985
C7 1.847 0.582 -1.340
C8 2.752 -0.138 -0.316
C9 -0.429 1.359 -2.138
O1 -1.633 1.535 -2.032
O2 0.265 1.596 -3.292
C10 0.194 1.606 0.230
O3 0.524 2.772 0.157
N1 -0.066 1.143 1.499
C11 -0.005 1.848 2.667
N2 0.040 3.201 2.769
S1 0.089 1.000 4.049
H1 -1.779 -1.044 2.460
H2 -1.632 -2.805 2.693
H3 -0.249 -1.921 1.981
H4 -1.530 -3.064 0.122
H5 -3.006 -2.361 0.708
H6 -2.364 -1.025 -1.164
H7 -2.011 -0.052 0.199
H8 0.463 -1.239 0.031
H9 1.055 -1.837 -2.304
H10 -0.316 -2.785 -1.799
H11 -0.555 -1.376 -2.916
H12 2.015 0.093 -2.305
H13 2.228 1.657 -1.426
H14 3.840 0.052 -0.470
H15 2.609 -1.240 -0.477
H16 2.462 0.131 0.671
H17 -0.377 1.942 -3.972
H18 -0.317 0.161 1.629
H19 0.491 3.551 3.619
H20 0.247 3.637 1.898

Charge distribution, Löwdin scheme, values in e: -0.112 -0.232 -0.181 -0.271 -0.036 -0.232 -0.178 -0.078 -0.427 0.115 0.099 -0.359 0.092 0.101 -0.913 0.095 0.651 0.066 0.087 0.055 0.095 0.103 0.117 0.097 0.120 0.070 0.084 0.101 0.104 0.140 0.090 0.082 0.057 0.157 0.071 0.102 0.067



Record 2
The following is a quantum chemistry calculation of a structure of composition C5H14N4 at a distorted geometry, from the Open Molecules 2025 dataset.

## Properties
Relative energy (zero: lowest compared OMol25 entry of this formula, charge and spin) ... 2.996 eV
DFT total energy ... -417.81841 a.u.

Positions of all 23 atoms, in Å:
C1 0.172 -1.016 -0.344
C2 -0.446 2.415 1.026
C3 -0.819 -1.488 -1.378
N1 -1.153 1.137 1.069
N2 0.310 -1.576 0.837
H1 -2.150 1.265 1.213
H2 -0.946 0.538 0.183
H3 -0.045 -0.668 2.052
H4 -0.416 -2.258 1.040
H5 0.580 2.227 0.711
H6 -0.434 2.834 2.032
H7 -0.902 3.123 0.325
H8 -0.419 -2.310 -1.979
H9 -1.088 -0.674 -2.053
H10 -1.721 -1.853 -0.888
C4 1.847 -0.460 -2.100
N3 1.255 -0.251 -0.790
C5 -0.614 0.180 2.701
N4 -0.976 0.520 3.756
H11 1.959 -0.196 -0.064
H12 2.593 0.317 -2.273
H13 2.326 -1.442 -2.198
H14 1.089 -0.367 -2.877

Charge distribution, Löwdin scheme, values in e: -0.491 -0.146 -0.032 -0.099 0.069 0.099 0.087 0.033 0.076 0.066 0.071 0.069 0.093 0.081 0.086 -0.093 -0.033 -0.313 -0.001 0.130 0.085 0.089 0.075



Record 3
The following is a quantum chemistry calculation of a structure of composition C3H6FN at a distorted geometry, from the Open Molecules 2025 dataset.

## Properties
Relative energy (zero: lowest compared OMol25 entry of this formula, charge and spin) ... 4.063 eV
DFT total energy ... -272.34184 a.u.

Positions of all 11 atoms, in Å:
C1 1.249 1.491 -0.421
C2 0.416 0.844 0.461
C3 -1.472 -1.015 -0.019
N1 -0.994 0.165 -0.514
F1 -1.983 1.187 -0.258
H1 2.071 2.138 -0.193
H2 1.011 1.465 -1.466
H3 0.630 0.897 1.485
H4 -2.095 -0.978 0.859
H5 -2.052 -1.493 -0.920
H6 -0.613 -1.533 0.230

Charge distribution, Löwdin scheme, values in e: -0.010 -0.003 -0.165 -0.097 -0.124 0.041 0.041 0.048 0.083 0.129 0.058



Record 4
The following is a quantum chemistry calculation of a cluster of 7 separate species, C18H39ClIN8O16 in total at a distorted geometry, from the Open Molecules 2025 dataset.

## Properties
DFT total energy ... -3107.98879 a.u.
Net charge ... +1

Positions of all 83 atoms, in Å:
C1 3.816 -1.229 0.983
C2 3.468 -2.614 0.254
O1 2.111 -3.094 0.505
C3 1.849 -4.282 -0.286
C4 0.298 -4.381 -0.777
O2 -0.541 -3.719 0.215
C5 -1.855 -4.303 0.290
C6 -3.044 -3.187 0.441
I1 -4.874 -4.361 -0.030
N1 -2.893 -2.266 -0.728
C7 -2.484 -0.859 -0.441
C8 -3.675 0.228 -0.720
C9 -1.951 -0.565 1.042
O3 -0.572 -0.940 1.292
C10 0.315 -0.052 0.599
N2 1.000 0.365 -0.316
O4 -2.913 -1.085 1.971
C11 -3.123 -2.509 1.897
C12 -4.552 -2.752 2.653
Cl1 -1.885 -3.266 3.079
H1 4.410 -1.344 1.961
H2 4.490 -0.630 0.254
H3 2.915 -0.568 1.220
H4 4.221 -3.410 0.611
H5 3.592 -2.441 -0.887
H6 2.104 -5.233 0.325
H7 2.486 -4.244 -1.238
H8 0.025 -5.495 -0.842
H9 0.125 -3.832 -1.778
H10 -1.962 -5.163 1.043
H11 -2.056 -4.786 -0.751
H12 -2.210 -2.655 -1.421
H13 -3.798 -2.222 -1.255
H14 -1.652 -0.581 -1.198
H15 -3.255 1.054 -1.416
H16 -3.997 0.749 0.246
H17 -4.567 -0.222 -1.275
H18 -1.987 0.589 1.161
H19 -4.439 -2.161 3.647
H20 -5.429 -2.268 2.106
H21 -4.709 -3.839 2.960
C13 4.001 2.024 -1.758
N3 5.395 1.514 -1.806
O5 6.231 2.216 -2.354
O6 5.603 0.426 -1.291
H22 3.965 2.994 -2.251
H23 3.369 1.304 -2.279
H24 3.720 2.112 -0.713
C14 8.621 3.749 -0.457
N4 8.267 4.266 0.891
O7 7.867 5.418 0.963
O8 8.401 3.497 1.830
H25 8.452 4.535 -1.190
H26 9.672 3.462 -0.434
H27 7.979 2.891 -0.656
C15 -9.588 -2.815 -0.059
N5 -8.226 -2.218 -0.058
O9 -7.506 -2.460 0.899
O10 -7.926 -1.524 -1.019
H28 -9.714 -3.401 0.850
H29 -10.306 -1.996 -0.092
H30 -9.668 -3.449 -0.941
C16 -6.885 0.673 -3.483
N6 -5.573 1.373 -3.515
O11 -4.567 0.698 -3.330
O12 -5.595 2.573 -3.723
H31 -6.714 -0.385 -3.289
H32 -7.477 1.120 -2.686
H33 -7.356 0.815 -4.455
C17 2.160 5.595 -0.522
N7 3.554 5.081 -0.572
O13 4.390 5.780 -1.120
O14 3.760 3.991 -0.057
H34 2.126 6.566 -1.013
H35 1.526 4.877 -1.041
H36 1.880 5.684 0.528
C18 5.324 4.010 3.254
N8 4.083 3.544 3.927
O15 3.859 3.969 5.049
O16 3.376 2.765 3.303
H37 5.850 4.692 3.920
H38 5.933 3.132 3.042
H39 5.029 4.518 2.336

Charge distribution, Löwdin scheme, values in e: -0.078 -0.238 -0.198 -0.166 -0.134 -0.207 -0.285 -0.597 1.080 0.053 -0.172 -0.013 -0.268 -0.005 -0.169 0.193 -0.071 -0.691 -0.152 0.724 0.086 0.056 0.049 0.132 0.125 0.143 0.127 0.137 0.136 0.131 0.106 0.187 0.119 0.173 0.106 0.105 0.076 0.190 0.109 0.057 0.078 0.023 -0.414 0.063 0.043 0.089 0.100 0.075 0.047 -0.437 0.060 0.048 0.100 0.104 0.080 0.057 -0.434 -0.012 0.041 0.102 0.108 0.106 0.046 -0.423 0.000 0.091 0.083 0.106 0.108 0.054 -0.421 0.090 -0.001 0.100 0.101 0.105 0.038 -0.445 0.066 0.038 0.102 0.096 0.083



Record 5
The following is a quantum chemistry calculation of a cluster of 2 separate species, C4H11N3O in total at a distorted geometry, from the Open Molecules 2025 dataset.

## Properties
Relative energy (zero: lowest compared OMol25 entry of this formula, charge and spin) ... 3.180 eV
DFT total energy ... -398.43729 a.u.
SMILES ... [H]/N=C(/C)NC.NC=O

Positions of all 19 atoms, in Å:
H1 1.250 1.594 -1.427
N1 1.751 0.746 -1.172
C1 1.123 -0.013 -0.369
C2 1.770 -1.238 0.223
N2 -0.046 0.544 0.563
C3 -0.303 1.972 0.655
H2 2.378 -0.948 1.084
H3 2.404 -1.710 -0.529
H4 1.008 -1.947 0.550
H5 -0.174 0.034 1.431
H6 0.630 2.541 0.604
H7 -0.946 2.263 -0.178
H8 -0.805 2.212 1.594
N3 -1.799 -1.553 0.031
C4 -1.371 -0.403 -0.669
O1 -2.120 0.403 -1.211
H9 -1.780 -2.407 -0.514
H10 -2.646 -1.380 0.563
H11 -0.324 -0.709 -1.231

Charge distribution, Löwdin scheme, values in e: 0.058 0.151 -0.437 -0.041 -0.070 -0.098 0.088 0.084 0.066 0.117 0.079 0.074 0.089 0.068 -0.517 -0.020 0.088 0.086 0.135



LUMO: 0.4; 0.4; 1.2; -3.9; 0.9 (eV)